Entry 1:
A 3-piece molecular cluster, C5H12N2O overall, computed with ωB97M-V/def2-TZVPD.

CARTESIAN COORDINATES (ANGSTROEM)
O1 2.22307 -0.55244 0.05465
N1 -1.55602 -2.39459 0.81087
N2 -0.64370 -2.73861 1.49619
C1 0.55210 -0.73964 1.71902
C2 -1.42698 0.79229 -0.68889
C3 0.88558 -0.54250 0.38593
C4 -0.10267 1.24993 -0.22807
C5 0.87087 1.79801 -1.22452
H1 2.35247 -1.06459 -0.74978
H2 -1.63746 -0.26555 -0.36933
H3 1.01003 1.09358 -2.05045
H4 -2.17383 -3.15083 0.40821
H5 -0.44720 -0.51220 2.05615
H6 0.50457 2.73173 -1.66920
H7 -1.52983 0.77872 -1.77671
H8 -0.09930 1.77208 0.72210
H9 1.83451 2.00479 -0.75658
H10 1.33141 -0.59158 2.45843
H11 0.27481 -1.06148 -0.35267
H12 -2.22241 1.39287 -0.24536

As for the relative energy (zero: lowest compared OMol25 entry of this formula, charge and spin): 151.6 kcal/mol.

---

Entry 2:
C16H10IrN2O7 as an isolated structure, computed with ωB97M-V/def2-TZVPD.

CARTESIAN COORDINATES (ANGSTROEM)
Ir1 -0.57337 0.14592 -0.42088
O1 -3.49875 2.02200 0.72523
O2 -0.75962 2.15811 -0.27487
O3 -4.69585 4.69773 0.49675
O4 1.32799 0.47800 -0.46418
O5 -0.13582 4.94172 -0.83568
O6 -2.58690 6.51659 -0.54574
O7 -2.78947 -0.37005 -0.72377
N1 -0.12964 -1.82897 -0.63129
N2 0.96075 -3.70866 -0.70333
C1 3.59862 0.33491 0.03329
C2 -2.47972 5.34693 -0.31627
C3 -2.75244 -0.73726 1.71000
C4 -3.56961 4.40534 0.20632
C5 -1.21225 4.51142 -0.50132
C6 1.07542 -2.37464 -0.51543
C7 -0.35624 -4.02156 -0.93655
C8 -2.27045 -0.33640 0.37046
C9 -2.94980 3.02577 0.29546
C10 2.37475 -0.29940 -0.21140
C11 4.74631 -0.39906 0.22734
C12 -1.56958 3.10979 -0.18234
C13 4.70486 -1.79439 0.20962
C14 3.50430 -2.42821 -0.01425
C15 2.32927 -1.69957 -0.23973
C16 -1.02769 -2.84935 -0.88670
H1 3.60133 1.41620 0.05459
H2 -2.95655 0.17609 2.26526
H3 -3.66915 -1.32035 1.63215
H4 5.60162 -2.37337 0.37966
H5 -2.07284 -2.66123 -1.04981
H6 -1.96715 -1.29307 2.21849
H7 3.48212 -3.51150 0.00441
H8 5.68487 0.10882 0.40613
H9 -0.69182 -5.02695 -1.11148
H10 1.72248 -4.36133 -0.67014

As for the relative energy (zero: lowest compared OMol25 entry of this formula, charge and spin): 0.0 kcal/mol. As for the expectation value of S²: 0.767. Its spin multiplicity is 2.

---

Entry 3:
A 17-piece molecular cluster, C33H86Cl9N4O18P overall, computed with ωB97M-V/def2-TZVPD.

CARTESIAN COORDINATES (ANGSTROEM)
Cl1 5.63936 -4.34491 0.60357
Cl2 4.87819 1.97357 -4.28329
Cl3 0.96736 4.98283 4.29687
Cl4 2.18775 5.88002 1.91728
Cl5 3.40984 -5.79699 -0.50176
Cl6 3.47464 4.07567 -5.63100
Cl7 6.19426 4.51813 -4.78925
Cl8 6.11897 -5.85385 -1.80599
Cl9 -0.55168 6.67129 2.55311
P1 0.12058 0.48805 0.01370
O1 5.60264 1.32060 -0.53811
O2 -3.20513 1.14608 0.40283
O3 -4.00149 -1.92350 -4.32755
O4 1.46337 -0.33779 -0.54894
O5 -3.63370 -4.22894 -2.86593
O6 2.80683 -1.87613 3.05283
O7 2.38087 0.94280 3.81628
O8 0.62901 -3.91036 1.19071
O9 1.60159 2.58629 -2.42988
O10 -1.16792 2.65540 2.70693
O11 -4.04003 -3.29034 0.25773
O12 -1.00936 0.13146 -0.86759
O13 -0.15668 -0.16656 1.46273
O14 0.45417 1.93435 0.25950
O15 -0.34981 4.39536 -0.52234
O16 -4.34521 4.53396 -1.44490
O17 3.40399 -2.07848 -1.82264
O18 -2.45817 -5.33237 -4.40117
N1 -1.42907 -2.93878 1.59876
N2 -2.82856 3.69727 0.13987
N3 -2.14286 -0.94114 -3.46608
N4 3.69499 1.23587 0.65979
C1 4.37695 1.39067 5.16895
C2 -3.34309 -5.33649 -3.55495
C3 -0.07077 5.37966 -1.51577
C4 -1.82325 2.83008 4.99675
C5 4.85924 -4.92192 -0.89683
C6 3.11304 -3.38263 -3.72872
C7 1.42435 1.51550 -3.39233
C8 -4.69822 -4.28028 1.05618
C9 -1.39245 -3.09827 3.06168
C10 4.64311 3.72800 -4.39927
C11 4.90362 0.66515 0.18622
C12 1.32970 5.92107 -1.43275
C13 -4.39705 -0.36513 -2.69549
C14 -5.21090 -3.72947 2.30546
C15 -4.84273 0.84026 2.20034
C16 -2.60683 3.28151 -2.34486
C17 -3.59053 4.54847 1.13524
C18 -3.34678 3.88185 -1.30299
C19 3.01118 0.76496 5.09738
C20 3.63655 2.69492 0.80446
C21 -3.52922 0.38217 1.56821
C22 0.32903 1.90024 -4.39071
C23 -0.53868 -3.19565 -0.72183
C24 2.73650 -4.27134 3.92088
C25 0.64636 5.42496 2.66137
C26 -1.07776 2.10340 3.97653
C27 2.92784 -2.01824 -3.20590
C28 3.35814 -3.22664 2.95951
C29 -1.21756 -1.66383 -4.37612
C30 5.23932 -0.60074 0.82962
C31 -0.41927 -3.43208 0.76289
C32 -3.44567 -1.10308 -3.58138
C33 -4.13256 -6.53068 -3.10557
H1 -1.46940 1.03663 3.99870
H2 -4.12788 -3.60063 -0.65475
H3 -4.38179 -3.26180 2.86451
H4 -5.23463 -0.15203 -3.40593
H5 2.22141 0.04299 3.44568
H6 0.42934 3.78310 -0.46056
H7 -2.40385 -2.69633 3.44927
H8 -5.69950 0.73446 1.54414
H9 -5.03659 0.19816 3.05083
H10 -1.31312 -4.09188 3.36833
H11 3.13388 3.16815 -0.01012
H12 4.35863 4.01429 -3.40367
H13 -2.89205 2.71011 4.82565
H14 1.16267 0.58090 -2.89861
H15 -0.70929 -0.94684 1.34364
H16 -5.56294 -4.74188 0.54549
H17 6.10876 -0.97508 0.24397
H18 -1.40395 -3.56692 -1.10429
H19 4.36860 2.38505 4.79446
H20 -1.83019 4.02499 -2.80510
H21 2.91807 -3.41211 -4.81915
H22 1.85061 -1.72860 -3.17086
H23 -0.90058 -0.85472 -5.08674
H24 0.01310 1.98402 4.24842
H25 -4.63147 4.41820 0.96716
H26 0.38031 -3.51562 -1.20395
H27 -3.36157 4.17769 2.15653
H28 4.74729 1.43348 6.23354
H29 -4.76182 1.89035 2.49965
H30 -2.31203 -2.78281 1.10812
H31 -0.45168 2.45168 -3.90617
H32 -6.00581 -3.00288 2.06492
H33 -0.59789 -2.10438 -0.93246
H34 2.40996 -4.11546 -3.29364
H35 -3.51505 -0.67403 1.40466
H36 -1.80613 -0.26523 -2.88283
H37 2.63494 -3.95858 4.97909
H38 1.73964 -4.56174 3.60869
H39 -0.65617 -2.48209 3.57141
H40 2.13553 0.36737 -0.52369
H41 4.71049 -4.00864 -1.53199
H42 -0.34865 -1.94560 -3.88398
H43 2.49205 2.48153 -2.07117
H44 -1.63657 -2.48106 -4.92258
H45 2.11709 -1.83389 2.31843
H46 4.10421 -3.77106 -3.68337
H47 -4.76636 -1.17762 -2.03399
H48 -3.77762 -7.42472 -3.55425
H49 3.30555 -5.21991 3.81757
H50 -3.20124 2.89645 -3.15496
H51 3.16070 0.75518 1.31540
H52 -5.25868 -6.46099 -3.28025
H53 5.12446 0.87306 4.61548
H54 -4.02589 -5.13783 1.26101
H55 2.61926 -1.92049 -1.28231
H56 -0.83361 1.99413 2.06478
H57 -3.00819 2.64728 0.23747
H58 -0.16624 1.04846 -4.80172
H59 3.07267 -0.29110 5.21358
H60 1.40377 6.67124 -0.64236
H61 1.99307 5.06930 -1.34342
H62 -1.96880 2.47531 -1.92889
H63 3.48998 -1.25169 -3.82774
H64 4.43211 -3.11171 3.15022
H65 5.63065 -0.39668 1.80947
H66 -3.43475 -3.28836 -3.39175
H67 -1.78166 3.87398 0.12505
H68 -1.58782 3.92864 4.98670
H69 4.44916 -1.36929 0.83913
H70 0.65505 2.57495 -5.19471
H71 -0.18193 5.01160 -2.58368
H72 -3.87894 0.40518 -2.17436
H73 2.46718 1.13459 5.91737
H74 3.16881 -3.51781 1.89335
H75 -0.78155 6.18443 -1.34195
H76 1.61551 6.42730 -2.37339
H77 -3.92256 -6.58327 -2.03359
H78 -5.64297 -4.58841 2.82627
H79 -2.72588 0.52186 2.33213
H80 -1.52822 2.34292 5.91093
H81 4.53530 3.17147 1.10089
H82 0.27006 4.59450 2.02645
H83 2.91312 2.85768 1.60777
H84 -3.30578 5.58725 1.07887
H85 -2.46480 0.74434 -0.04524
H86 2.39078 1.35226 -3.85323

The total energy comes out at -200425.31782 eV.